Entry 1:
{
  "formula": "C31H38BrN2O8PSTeTi",
  "method": "wB97M-V/def2-TZVPD",
  "elements": ["Te", "Br", "Ti", "S", "P", "O", "O", "O", "O", "O", "O", "O", "O", "N", "N", "C", "C", "C", "C", "C", "C", "C", "C", "C", "C", "C", "C", "C", "C", "C", "C", "C", "C", "C", "C", "C", "C", "C", "C", "C", "C", "C", "C", "C", "C", "C", "H", "H", "H", "H", "H", "H", "H", "H", "H", "H", "H", "H", "H", "H", "H", "H", "H", "H", "H", "H", "H", "H", "H", "H", "H", "H", "H", "H", "H", "H", "H", "H", "H", "H", "H", "H", "H", "H"],
  "positions_angstrom": [[-1.19127, 2.50775, -1.98898], [-3.89372, -0.12020, -0.06093], [-1.05805, -0.95881, 1.24584], [4.61984, -1.94113, -0.78626], [-0.88015, 2.26692, 0.30654], [5.93112, -1.93804, -0.19779], [-1.85391, 3.15002, 1.20020], [4.33309, -2.80231, -1.89843], [0.97218, -0.65094, 1.50048], [0.16256, -2.60005, 1.92330], [0.57346, 2.64029, 0.83837], [-1.03820, 0.84651, 0.88690], [-2.49112, -2.56576, 1.19381], [-4.02646, -3.99490, 0.47650], [3.47946, -2.34552, 0.34886], [-3.36757, -0.83480, -1.73227], [-3.94839, -1.23393, -4.02533], [0.12636, -2.04989, -1.18346], [1.15140, -1.81586, 1.96327], [4.78946, 2.03209, -1.27683], [0.42623, -2.54415, -2.47467], [-1.69131, -4.62137, 0.23388], [-0.88371, -0.19115, 3.94336], [-2.72706, -1.79774, -4.23441], [-4.13030, 3.69962, 0.57004], [-2.77727, 1.01249, 3.54983], [-2.74605, -3.65572, 0.67088], [3.62854, -1.75212, 1.67951], [-4.27375, -0.74293, -2.74741], [3.57772, 2.32324, -1.90031], [1.08616, 3.96808, 0.65079], [3.25396, 3.72596, -2.33259], [-1.77737, -1.89558, -3.18857], [-1.43950, 1.06367, 4.03861], [4.20090, -0.27963, -1.17184], [2.46400, 4.01589, 1.26631], [5.11001, 0.73509, -0.90913], [-0.51133, -2.47264, -3.45531], [2.47163, -2.21697, 2.54937], [2.67571, 1.28816, -2.13687], [2.98370, -0.01145, -1.78066], [-1.08790, -1.49849, -0.84250], [-2.71724, 4.20476, 0.73572], [-1.84852, -1.07185, 3.33359], [-3.04307, -0.27208, 3.14246], [-2.07285, -1.40701, -1.88276], [-0.93686, 1.95248, 4.39203], [6.05178, 0.49982, -0.43279], [1.40582, -2.96806, -2.66698], [-3.97730, -0.65059, 2.75692], [3.56008, 4.45206, -1.57763], [3.11411, 3.27613, 0.79905], [-4.78767, 4.52833, 0.30080], [2.54487, -1.75657, 3.53788], [2.28368, -0.81027, -1.97672], [-0.30712, -2.83933, -4.45416], [-4.73852, -3.30866, 0.67059], [-1.87456, -2.13905, 3.50415], [-2.33208, 4.60072, -0.20530], [3.58535, -0.66821, 1.56302], [-4.66743, -1.15106, -4.82946], [3.40981, -3.35955, 0.35354], [-2.45363, -2.17561, -5.21228], [-4.49157, 3.25464, 1.49798], [0.41384, 4.67945, 1.13884], [2.18579, 3.83950, -2.51798], [-5.23425, -0.27978, -2.56887], [1.71632, 1.50345, -2.58989], [-4.17224, 2.95121, -0.22091], [4.58355, -2.01251, 2.14132], [2.47628, -3.29890, 2.68738], [-4.27769, -4.85694, 0.02876], [-1.28335, -4.25974, -0.71231], [2.89974, 5.00671, 1.12767], [5.49357, 2.83195, -1.07849], [-2.65482, 4.97979, 1.49981], [0.10878, -0.47008, 4.26700], [1.10906, 4.19089, -0.41871], [-0.88368, -4.61811, 0.96142], [2.41208, 3.80594, 2.33457], [3.78373, 3.97182, -3.25524], [0.92678, -2.12860, -0.45959], [-3.44765, 1.85583, 3.47459], [-2.08603, -5.62663, 0.09886]],
  "de_lowest_kcal_mol": 24.23,
  "molar_mass_da": 885.06,
  "lumo_ev": -0.354,
  "e_tot_ev": -172704.0678,
  "homo_ev": -7.46
}

Entry 2:
{
  "formula": "C21H23Br2N5O3STl",
  "method": "wB97M-V/def2-TZVPD",
  "elements": ["Tl", "Br", "Br", "S", "O", "O", "O", "N", "N", "N", "N", "N", "C", "C", "C", "C", "C", "C", "C", "C", "C", "C", "C", "C", "C", "C", "C", "C", "C", "C", "C", "C", "C", "H", "H", "H", "H", "H", "H", "H", "H", "H", "H", "H", "H", "H", "H", "H", "H", "H", "H", "H", "H", "H", "H", "H"],
  "positions_angstrom": [[-0.10579, -0.56027, 0.56552], [4.72582, -2.85692, 2.82007], [5.41082, -5.60736, -2.06857], [0.24364, 1.78390, -1.78287], [2.53748, -1.45163, 1.25198], [-2.71174, -1.01514, -0.23235], [-2.49357, -0.38601, 2.26570], [-1.00593, 2.08709, 1.12146], [1.59944, -1.98636, -1.27976], [-3.27230, -1.33229, 1.98664], [1.74753, 1.63860, 0.89782], [-3.34919, -1.62132, 0.73726], [-5.49793, -4.65138, 0.95179], [-4.69094, -3.59910, 1.34815], [-0.11923, 2.78079, 2.03374], [4.42300, -4.32766, -1.03738], [3.07195, -2.35953, 0.57019], [1.96929, 2.30738, -1.48407], [1.32709, 2.88905, 1.49680], [-5.85172, -4.81128, -0.38201], [-4.22641, -2.69193, 0.39538], [2.65160, -2.67551, -0.80062], [-5.39379, -3.90203, -1.32340], [-4.57934, -2.84892, -0.94050], [3.33873, -3.63441, -1.60401], [4.81151, -4.10749, 0.26274], [1.79150, -3.09828, -3.37424], [1.17842, -2.18236, -2.50612], [4.15155, -3.16106, 1.02906], [-1.63825, 2.83630, 0.06379], [2.63730, 1.70463, -0.23775], [-0.70593, 3.19373, -1.10147], [2.86658, -3.81503, -2.92334], [1.41339, -3.22795, -4.37994], [5.63597, -4.66310, 0.68727], [3.54712, 2.29754, -0.04048], [2.93978, 0.67987, -0.45916], [0.00978, 3.96028, -0.81073], [-2.07430, 3.78488, 0.42703], [1.37255, 3.67084, 0.73734], [-4.40711, -3.46999, 2.38088], [-2.45010, 2.21967, -0.32578], [0.32315, -1.58637, -2.81246], [-5.67776, -4.01188, -2.36270], [-1.30599, 3.58701, -1.92256], [1.96876, 3.39737, -1.46174], [-6.47563, -5.64477, -0.68074], [-4.18787, -2.13335, -1.64811], [3.36905, -4.52257, -3.56915], [-0.09310, 2.20367, 2.96019], [-0.47939, 3.79470, 2.27551], [2.09931, 0.97883, 1.58288], [2.52427, 1.99825, -2.36967], [-1.68719, 1.52515, 1.62068], [1.98037, 3.21117, 2.32032], [-5.85749, -5.35765, 1.69001]],
  "de_lowest_kcal_mol": 10.76,
  "molar_mass_da": 789.70,
  "lumo_ev": 2.450,
  "e_tot_ev": -191356.5001,
  "homo_ev": -4.20,
  "total_charge": -1
}

Entry 3:
{
  "formula": "C19H40CoNP3S",
  "method": "wB97M-V/def2-TZVPD",
  "elements": ["Co", "S", "P", "P", "P", "N", "C", "C", "C", "C", "C", "C", "C", "C", "C", "C", "C", "C", "C", "C", "C", "C", "C", "C", "C", "H", "H", "H", "H", "H", "H", "H", "H", "H", "H", "H", "H", "H", "H", "H", "H", "H", "H", "H", "H", "H", "H", "H", "H", "H", "H", "H", "H", "H", "H", "H", "H", "H", "H", "H", "H", "H", "H", "H", "H"],
  "positions_angstrom": [[0.85538, 0.94515, 0.47349], [0.12017, 0.74586, -1.61469], [1.05403, 0.60002, 2.76006], [-1.14242, 1.96350, 0.85770], [1.98121, -1.00138, 0.09636], [2.14047, 2.31226, 0.84127], [-2.37986, 1.24930, 2.01497], [2.86639, 3.04129, 1.40599], [2.13695, -1.54326, -1.65461], [-3.53565, -2.83920, -7.24195], [-2.56103, -2.63447, -3.09460], [-2.23413, 2.26583, -0.58913], [2.75563, 0.25601, 3.38827], [-4.15379, -3.63402, -6.35513], [0.72344, 2.07145, 3.84198], [3.77927, -1.03381, 0.50280], [-0.95757, -0.53918, -2.12508], [1.35832, -2.56205, 0.84341], [-1.75202, -1.91873, -3.97775], [-1.78785, -1.26340, -1.24894], [-0.96487, -0.87278, -3.50840], [0.11108, -0.69304, 3.70562], [-0.99273, 3.72271, 1.39431], [-2.58991, -2.29561, -1.73924], [3.69836, 3.82100, 2.28701], [1.20479, -1.98476, -2.01979], [-3.20438, -3.43857, -3.46548], [1.25199, 2.95665, 3.46009], [3.76647, 3.34904, 3.28888], [4.72617, 3.91300, 1.89608], [1.79371, -3.42403, 0.32386], [0.27151, -2.61763, 0.73093], [-3.35175, 1.73246, 1.85722], [-1.97479, 4.09495, 1.72654], [-0.26831, 3.85143, 2.20157], [-5.08132, -3.32776, -5.86046], [-1.68055, 2.77856, -1.38317], [-2.64688, -3.17468, -7.78718], [3.03188, -0.78910, 3.20162], [0.38185, -1.69017, 3.33233], [-3.79621, -4.64920, -6.15216], [4.05451, -2.00357, 0.93965], [-3.24970, -2.82183, -1.05152], [-0.96984, -0.52768, 3.58819], [0.38592, -0.60570, 4.77158], [-0.05014, -0.13657, 0.72499], [4.34987, -0.89650, -0.42422], [-0.66935, 4.32077, 0.53196], [-0.34831, 2.28571, 3.91332], [-2.61262, 1.32731, -1.00228], [4.06335, -0.23730, 1.19482], [-0.34230, -0.29169, -4.19016], [2.39045, -0.69461, -2.29865], [-3.08426, 2.88742, -0.28668], [2.93518, -2.28943, -1.74373], [3.48988, 0.91917, 2.91195], [-2.50932, 0.17999, 1.81846], [-3.93820, -1.85653, -7.50946], [-1.75817, -2.16679, -5.04738], [-2.09929, 1.39040, 3.06236], [2.78235, 0.45879, 4.46999], [1.62080, -2.63451, 1.90306], [1.13514, 1.85214, 4.83755], [-1.80039, -1.02401, -0.18673], [3.27140, 4.82136, 2.45834]],
  "spin_multiplicity": 5,
  "de_lowest_kcal_mol": 54.13,
  "molar_mass_da": 466.46,
  "lumo_ev": [-10.307, -11.987],
  "e_tot_ev": -98140.7402,
  "homo_ev": [-15.58, -15.57],
  "total_charge": 3
}

Entry 4:
{
  "formula": "C6H11O2P",
  "method": "wB97M-V/def2-TZVPD",
  "elements": ["P", "O", "O", "C", "C", "C", "C", "C", "C", "H", "H", "H", "H", "H", "H", "H", "H", "H", "H", "H"],
  "positions_angstrom": [[2.55357, 0.06937, -0.93659], [1.95424, -2.30863, 0.49712], [0.65565, 0.15442, 0.78523], [-2.39558, -1.16441, -0.21610], [2.76916, -1.73553, -0.06077], [-1.74126, 0.04955, 0.43558], [-1.82723, 1.35944, -0.25838], [-0.40592, -0.40592, 0.94179], [3.39636, 1.24523, -0.05263], [-3.43262, -1.08394, -0.11118], [-2.22540, -1.24093, -1.28271], [3.70122, -0.13148, -1.89847], [-0.31992, -1.39133, 1.54898], [3.05194, 1.57279, 0.85778], [4.28547, 1.59195, -0.48089], [-2.68875, 1.55623, -1.03588], [-2.41892, 0.18666, 1.36966], [-2.01358, -2.11482, 0.17491], [-0.83299, 1.64072, -0.74294], [-2.06543, 2.15064, 0.46552]],
  "spin_multiplicity": 3,
  "de_lowest_kcal_mol": 21.89,
  "molar_mass_da": 146.13,
  "lumo_ev": [0.770, -1.342],
  "e_tot_ev": -19778.5488,
  "homo_ev": [-6.21, -9.47]
}

Entry 5:
{
  "formula": "C38H56ClF18N2O17P",
  "method": "wB97M-V/def2-TZVPD",
  "elements": ["Cl", "P", "F", "F", "F", "F", "F", "F", "F", "F", "F", "F", "F", "F", "F", "F", "F", "F", "F", "F", "O", "O", "O", "O", "O", "O", "O", "O", "O", "O", "O", "O", "O", "O", "O", "O", "O", "N", "N", "C", "C", "C", "C", "C", "C", "C", "C", "C", "C", "C", "C", "C", "C", "C", "C", "C", "C", "C", "C", "C", "C", "C", "C", "C", "C", "C", "C", "C", "C", "C", "C", "C", "C", "C", "C", "C", "C", "H", "H", "H", "H", "H", "H", "H", "H", "H", "H", "H", "H", "H", "H", "H", "H", "H", "H", "H", "H", "H", "H", "H", "H", "H", "H", "H", "H", "H", "H", "H", "H", "H", "H", "H", "H", "H", "H", "H", "H", "H", "H", "H", "H", "H", "H", "H", "H", "H", "H", "H", "H", "H", "H", "H", "H"],
  "positions_angstrom": [[-0.80178, 2.51824, 2.08119], [1.67439, 0.21539, 2.73931], [-2.26216, 0.44428, -8.24306], [-7.30413, 1.64351, 5.34488], [-8.32104, 9.86888, 4.48004], [-14.78266, -0.64804, 0.27353], [13.18094, -9.15058, 1.01338], [-14.09029, 1.36738, -0.09204], [-8.85269, 2.75236, 4.31655], [14.52736, -10.01782, -0.44752], [-2.94686, -1.55622, -7.76530], [-7.22847, 3.80694, 5.28265], [9.15224, -1.64792, -1.95100], [-0.89214, -1.22421, -8.36055], [-10.42712, 10.24260, 4.14662], [-9.70815, 9.76646, 6.13544], [12.49008, -10.73232, -0.28863], [9.48328, -3.74443, -2.38281], [-16.01773, 1.03631, 0.84290], [7.60795, -2.81364, -2.92606], [-5.47671, 2.91968, 3.49676], [-9.07630, 7.38403, 3.78338], [12.13331, -8.89479, -2.21855], [-1.92468, 1.76600, -0.64650], [1.66660, -0.44822, -0.94689], [-0.57915, -1.06817, -5.69647], [10.58296, -2.70331, -4.58803], [-2.39294, 0.27381, -5.59924], [-10.84879, 7.57586, 5.17093], [13.35714, -7.43699, -1.00194], [-13.97820, -0.38762, 2.82676], [-7.24225, 2.29588, 2.22978], [1.66308, -4.46124, -0.38587], [6.09317, 1.93617, 0.38852], [-13.79552, 1.84007, 2.50036], [-0.27140, -5.24504, -1.21801], [8.78750, -1.34500, -4.80055], [5.22643, -0.78803, -0.60108], [-0.58134, -0.09728, -0.74822], [-6.74098, 2.62415, 3.26426], [3.39121, 0.68320, 2.31544], [0.37765, -4.31136, -0.85105], [6.96701, 0.85511, 0.06882], [9.26103, -0.85570, -6.08021], [-4.63789, 4.12510, 1.54507], [-1.52177, -0.52321, -6.19267], [-14.11316, 0.59907, 2.16680], [0.61569, -0.59586, -0.02004], [-11.73048, 1.73296, 3.79429], [-7.54628, 2.71641, 4.57962], [0.73148, 0.43482, 1.14965], [0.30732, -2.04509, 0.35620], [8.87286, -1.79791, -7.19596], [-14.75709, 0.58633, 0.76181], [13.06881, -6.36947, -1.93504], [4.01743, -0.56774, -1.39098], [9.54841, -2.24421, -4.20462], [-1.14261, 1.59745, -3.97544], [-1.17993, 0.97002, -0.13000], [-2.16740, 0.50793, -4.18974], [-10.39964, 5.27251, 5.82664], [-4.58423, 2.85213, 2.35693], [11.72768, -5.73548, -1.64523], [-9.54687, 9.50291, 4.83572], [-0.12182, -2.88860, -0.85791], [-11.20819, 6.19462, 4.94367], [8.93121, -2.62816, -2.84185], [-9.77516, 8.00587, 4.52677], [-1.90999, -0.71265, -7.67660], [6.39215, -0.00458, -1.05255], [-0.71482, 0.94147, 1.32193], [-13.21552, 2.01370, 3.81258], [1.75461, -1.55854, 3.19058], [12.82325, -8.61368, -1.28407], [2.82125, -1.25698, -0.74023], [13.25776, -9.65070, -0.22339], [7.31841, 0.04872, 1.32661], [13.88096, -5.65904, -1.79956], [3.94925, 0.65169, 3.25248], [11.69026, -5.38420, -0.61357], [3.90972, 0.07408, 1.57373], [-9.34123, 5.32704, 5.57897], [-10.51884, 5.54259, 6.87626], [-5.62456, 4.26973, 1.10562], [8.78566, 0.11541, -6.19403], [8.39860, -0.06037, 1.42728], [2.16853, -4.98624, -1.01829], [10.91952, -6.45091, -1.79453], [13.11795, -6.75953, -2.95064], [1.14419, -2.51570, 0.85725], [9.36009, -2.76522, -7.07881], [3.79901, 0.50275, -1.41098], [3.37375, 1.72836, 2.00288], [-1.04635, 1.79432, -2.90855], [3.02683, -1.39594, 0.32287], [2.19865, -1.62275, 4.18392], [-11.30078, 1.94119, 4.77323], [4.12034, -0.89472, -2.43394], [6.87890, -0.94883, 1.31166], [-1.86743, -0.43076, -3.72342], [-3.90261, 4.07186, 0.74230], [2.32874, -2.20824, 2.52794], [-0.43390, 0.02321, -1.74344], [-13.73900, 1.37548, 4.52324], [7.79426, -1.95439, -7.20684], [-3.13648, 0.79295, -3.78833], [-10.73046, 4.24348, 5.68938], [-1.45084, 2.51874, -4.46894], [-0.17043, 1.30505, -4.37460], [-11.07340, 5.95918, 3.88843], [11.57603, -4.89112, -2.31316], [-0.52878, -1.99085, 1.05594], [-1.27606, 0.19653, 1.88919], [-11.23004, 2.35588, 3.05301], [-4.83515, 1.98230, 1.75128], [6.06599, 0.65296, -1.86309], [0.73279, -1.93094, 3.26917], [2.66286, -2.24405, -1.18320], [10.33898, -0.71132, -6.02769], [-1.20174, -2.93170, -0.96007], [9.17301, -1.37511, -8.15419], [5.45340, -1.77378, -0.63919], [7.17299, -0.66861, -1.41728], [-3.59436, 2.70546, 2.77963], [-11.53285, 0.69004, 3.54902], [0.28555, -2.43878, -1.77049], [7.88540, 1.30314, -0.32171], [-13.42076, 3.05161, 4.06758], [1.28366, 1.25726, 0.67889], [6.93704, 0.57458, 2.19949], [-4.41319, 4.98776, 2.17279], [5.20349, 1.71128, 0.10210], [-12.26983, 6.14282, 5.17548]],
  "molar_mass_da": 1221.25,
  "lumo_ev": -0.057,
  "e_tot_ev": -148830.5943,
  "homo_ev": -8.69,
  "smiles": "C[C@H](O)CNCCO[C@]1(CCC(=O)O)NC(=O)[C@H](Cl)[C@H]1P(C)C.CCOC(=O)C(F)(F)F.CCOC(=O)C(F)(F)F.CCOC(=O)C(F)(F)F.CCOC(=O)C(F)(F)F.CCOC(=O)C(F)(F)F.CCOC(=O)C(F)(F)F"
}